119
Properties=species:S:1:pos:R:3:forces:R:3:lowdin_spin:R:1 method="wB97M-V/def2-TZVPD" spin_multiplicity=3 e_homo_ev="-8.9 / -8.9" e_tot_ha=-5191.2121 relative_energy_kcal_mol=7.73 orbital_gap_ev="9.367 / 9.386"
Ni 2.15106 0.77745 -1.23788 0.18 -0.25 0.46 1.803
Cl 0.34620 -0.28542 0.13921 0.66 0.19 -0.34 0.054
Cl 4.12396 1.12304 0.08531 -0.72 -0.12 -0.33 0.057
C 3.22863 -4.02623 0.89923 0.63 0.41 -0.67 0.000
C 3.89576 -2.94307 0.00791 -0.38 -0.61 0.81 0.000
O 3.54998 -3.22941 -1.36703 -0.20 0.86 -0.46 0.000
C 3.04229 -2.27918 -2.16595 -0.90 -1.89 -0.10 0.003
O 2.85205 -1.11350 -1.91343 0.49 -0.82 -0.48 0.018
O 2.60219 -2.86835 -3.32537 0.52 2.87 0.19 0.000
C 2.86733 -4.20861 -3.65392 -0.35 -1.57 1.58 0.000
H 2.14139 -4.05145 0.82581 0.03 0.34 0.06 0.000
H 3.54972 -3.85898 1.92735 -0.18 0.04 0.04 0.000
H 3.58886 -5.01178 0.60422 0.06 -0.02 -0.04 0.000
H 4.97845 -3.04689 0.07944 -0.03 0.12 -0.05 0.000
H 3.61187 -1.93138 0.29775 -0.10 0.01 -0.23 0.000
H 3.85366 -4.51542 -3.30588 0.09 0.08 -0.49 0.000
H 2.64522 -4.47464 -4.68736 0.25 0.80 -0.04 0.000
H 2.15356 -4.77240 -3.05326 0.03 -0.48 -0.10 0.000
C -3.77696 -0.06888 1.21237 0.30 -0.93 0.22 0.000
C -2.85803 0.78635 2.06665 0.10 -1.99 -0.73 0.000
O -3.40979 2.02205 2.38468 -2.00 2.66 1.95 0.000
C -4.35200 2.12875 3.41167 0.52 -3.89 1.59 0.000
O -4.86643 1.13451 3.96929 1.09 2.52 -1.78 0.000
O -4.45526 3.36358 3.85533 0.20 1.12 -1.32 0.000
C -5.26600 3.74794 4.95592 -0.44 -0.09 1.66 0.000
H -4.45951 -0.60311 1.87330 -0.71 0.57 -0.24 0.000
H -3.21958 -0.91274 0.80577 0.49 0.14 -0.23 0.000
H -4.22560 0.44735 0.36365 -0.26 0.10 0.28 0.000
H -1.92409 0.95870 1.53172 -0.04 0.42 0.02 0.001
H -2.61547 0.17672 2.93706 0.03 0.39 0.38 0.000
H -4.66956 4.24630 5.72012 0.80 -0.59 -0.10 0.000
H -5.79310 2.91933 5.42884 0.24 -0.21 -0.31 0.000
H -5.99329 4.54929 4.82563 -0.15 -0.25 -1.49 0.000
C 2.87644 5.43794 1.84149 0.37 -0.13 0.33 0.000
C 2.39424 4.18119 1.16415 1.35 0.30 -0.10 0.000
O 1.09199 4.44426 0.64058 -0.53 -1.09 -0.38 0.000
C 0.66991 3.55181 -0.22129 -1.61 -2.19 -1.58 0.004
O 1.30357 2.61720 -0.75820 -1.12 2.84 1.28 0.018
O -0.66197 3.67977 -0.55617 3.42 -1.38 -0.50 0.000
C -1.55579 4.51814 0.09535 -0.77 1.05 0.18 0.000
H 2.37588 5.61610 2.79322 0.13 -0.33 0.16 0.000
H 2.76576 6.38950 1.32152 0.02 -0.35 -0.63 0.000
H 3.93784 5.23428 1.98309 0.09 0.42 0.42 0.000
H 2.46783 3.32239 1.83135 -0.86 0.08 0.35 0.000
H 3.04768 3.79808 0.38036 0.01 0.61 -0.43 0.000
H -1.06855 5.32322 0.64539 -0.06 -0.23 0.20 0.000
H -2.20668 3.89598 0.70964 -0.01 0.27 0.23 0.000
H -2.11892 4.97112 -0.72063 -0.31 0.09 0.23 0.000
C -2.61477 -1.14933 5.95785 0.36 0.45 0.68 0.000
C -2.41094 0.36217 6.26498 0.48 -1.38 -0.65 0.000
O -1.44799 0.80485 5.24519 -0.12 1.20 -0.12 0.000
C -1.14455 2.14715 5.17421 -0.29 -0.99 -0.30 0.000
O -1.54397 2.98421 5.94117 0.16 -0.46 -0.45 0.000
O -0.39755 2.45111 4.08809 0.02 0.29 0.69 0.000
C 0.48667 1.52337 3.39137 -0.98 0.21 0.53 0.000
H -1.68007 -1.70878 5.99607 0.19 0.23 -0.31 0.000
H -3.10394 -1.32043 4.99893 0.09 0.17 0.02 0.000
H -3.20866 -1.63919 6.72948 -0.34 0.31 0.07 0.000
H -1.94936 0.53799 7.23664 -0.19 -0.02 0.01 0.000
H -3.38821 0.83979 6.19474 0.34 0.50 -0.22 0.000
H 1.24981 1.17472 4.08719 -0.10 -0.24 -0.12 0.000
H 0.95510 2.11692 2.60629 -0.19 -0.17 0.09 0.000
H -0.13311 0.73660 2.96131 0.49 -0.16 0.01 0.000
C -3.12408 1.73983 -2.86824 0.94 -0.68 -0.43 0.000
C -1.87048 0.94283 -2.46844 0.16 1.22 1.50 0.000
O -1.20471 0.51494 -3.64739 -1.17 -0.61 -1.33 0.000
C 0.06970 0.29947 -3.79611 0.50 1.08 0.30 0.002
O 0.92942 0.54951 -2.96783 -0.39 -0.68 -1.03 0.015
O 0.25228 -0.06416 -5.08600 -3.76 1.08 2.54 0.001
C 1.39002 -0.59995 -5.53567 3.33 0.18 -0.73 0.000
H -3.74329 2.11450 -2.05318 0.22 -0.49 0.28 0.000
H -3.66423 1.01167 -3.47333 -0.56 0.60 -0.28 0.000
H -2.81035 2.62694 -3.41841 -0.15 -0.18 -0.39 0.000
H -2.14031 0.07409 -1.86796 0.22 -0.04 -0.04 0.000
H -1.18085 1.57944 -1.91413 0.02 -0.23 0.27 0.000
H 2.11311 -0.75324 -4.73458 -0.17 -0.81 0.11 0.000
H 1.87221 0.20058 -6.09668 0.24 -0.27 -0.80 0.000
H 1.13910 -1.45891 -6.15801 0.44 -0.07 0.18 0.000
C -3.76514 -2.67475 -6.17616 0.43 0.09 1.11 0.000
C -2.77508 -2.48832 -5.01649 -0.68 0.36 0.21 0.000
O -1.91831 -3.62546 -4.98549 1.29 -1.16 1.21 0.000
C -1.21914 -4.09797 -3.89305 0.36 -0.65 0.16 0.000
O -0.58144 -5.13425 -3.93732 -0.81 1.33 -0.32 0.000
O -1.30717 -3.34065 -2.78469 -0.54 1.38 -1.48 0.000
C -0.71341 -3.71412 -1.54347 -0.48 -0.94 0.13 0.000
H -4.42072 -1.80394 -6.17121 0.18 0.19 -0.41 0.000
H -4.42541 -3.51228 -5.95108 0.25 -0.26 -0.31 0.000
H -3.19876 -2.79891 -7.09915 -0.41 0.00 -0.09 0.000
H -3.32879 -2.39338 -4.08242 0.08 -0.09 0.14 0.000
H -2.19873 -1.57195 -5.14373 0.21 -0.07 -0.03 0.000
H 0.37591 -3.74440 -1.51956 -0.01 0.08 -0.50 0.000
H -1.11954 -4.70513 -1.34084 0.30 -0.06 0.46 0.000
H -1.05144 -2.99014 -0.80207 -0.01 0.00 -0.23 0.000
C 0.93321 -3.48118 5.19498 -0.13 0.23 -0.96 0.000
C 0.89099 -2.52560 3.94913 1.55 -0.03 0.92 0.000
C -0.53408 -2.60618 3.37260 2.39 0.35 0.66 0.000
O -1.12180 -3.63137 4.12966 -1.91 -0.58 0.10 0.000
C -0.21979 -4.44754 4.88465 0.44 0.99 -0.36 0.000
H 0.75050 -2.88833 6.09122 -0.32 -0.17 0.08 0.000
H 1.90428 -3.95429 5.34092 -0.03 -0.10 -0.20 0.000
H 1.66388 -2.81123 3.23558 -0.25 -0.40 -0.26 0.000
H 1.27326 -1.55486 4.26478 -0.60 0.34 -0.01 0.000
H -0.37326 -2.77145 2.30727 -0.72 -0.62 -0.21 0.000
H -1.02983 -1.63966 3.46308 -0.50 -0.24 0.34 0.000
H 0.02168 -5.31947 4.27677 0.56 -0.01 -0.10 0.000
H -0.67968 -4.84143 5.79100 -0.47 0.33 -0.09 0.000
C 4.61220 2.12261 -4.95415 1.66 -1.19 0.11 0.001
C 3.56715 3.15825 -4.74893 -1.70 1.53 -0.39 0.001
C 3.28533 3.18393 -3.26769 0.93 0.25 0.26 0.001
O 3.35228 1.81191 -3.04315 -0.14 -2.30 1.84 0.020
C 4.55198 1.25899 -3.67899 -1.58 0.92 0.15 0.001
H 5.63365 2.49843 -5.01335 -0.09 0.29 -0.37 0.000
H 4.42994 1.45771 -5.79842 0.01 0.38 -0.26 0.000
H 2.62474 2.76243 -5.12745 -0.09 0.08 -0.42 0.000
H 3.67725 4.15013 -5.18729 0.48 -0.12 -0.16 0.000
H 2.33994 3.61106 -2.93316 -0.28 -0.44 -0.41 0.000
H 4.02354 3.66934 -2.62931 0.51 0.31 -0.18 0.000
H 4.32880 0.20883 -3.86731 0.13 0.08 0.14 0.000
H 5.42827 1.37501 -3.04122 -0.14 -0.02 0.17 0.000

102
Properties=species:S:1:pos:R:3:forces:R:3:mulliken_charge:R:1 method="wB97M-V/def2-TZVPD" e_homo_ev=-6.6 e_tot_ha=-8487.1278 relative_energy_kcal_mol=11.94 orbital_gap_ev=6.818
Y 1.73231 -0.52623 -0.84177 0.03 -0.30 0.48 -1.040
C 2.14258 -3.77653 0.84571 0.00 -0.01 -0.01 -1.668
N 1.10041 -2.75264 0.59685 0.06 0.01 -0.03 1.994
C 0.66022 -2.15552 1.86156 0.02 0.03 0.04 -0.278
C 1.73297 -1.26822 2.48663 0.04 -0.02 -0.03 -1.938
N 2.17034 -0.08778 1.68914 0.00 0.20 0.02 2.293
C 1.34840 1.09798 1.98520 -0.04 -0.03 0.12 -1.156
C 3.58171 0.18695 1.98338 -0.03 0.00 -0.06 -0.708
C 3.94098 1.01082 3.04507 -0.02 0.01 -0.02 -0.347
C 5.27291 1.24895 3.34067 0.03 -0.01 -0.01 -0.984
C 6.25572 0.64824 2.56437 0.00 0.01 0.01 -0.648
C 5.90229 -0.17910 1.51661 -0.01 0.00 0.00 -0.885
C 4.56101 -0.43880 1.20206 0.01 0.06 0.01 1.244
S 4.16421 -1.53580 -0.09170 -0.11 -0.06 -0.07 -0.416
C 0.06735 -3.45240 -0.14211 0.00 0.00 0.00 -0.052
C -0.89591 -4.20688 0.51746 -0.02 0.01 0.01 -0.582
C -1.77301 -5.02032 -0.18344 -0.02 0.03 0.00 -0.962
C -1.67869 -5.08254 -1.56629 -0.02 0.02 -0.01 -0.885
C -0.72460 -4.32938 -2.22958 -0.01 0.02 0.00 -0.535
C 0.17209 -3.50417 -1.54198 0.01 -0.04 0.01 0.532
S 1.41535 -2.64774 -2.45386 -0.07 0.13 -0.03 -0.564
H 1.71149 -4.59040 1.44250 0.00 -0.01 -0.01 0.336
H 3.00290 -3.34514 1.34250 -0.01 -0.02 0.01 0.391
H 2.48549 -4.16498 -0.11118 0.00 0.00 0.00 0.303
H 0.43313 -2.92577 2.61425 -0.02 0.01 0.00 0.496
H -0.25122 -1.59776 1.66114 -0.04 0.05 0.01 -0.290
H 2.62140 -1.86443 2.68394 0.00 0.00 -0.04 0.646
H 1.36707 -0.91829 3.46089 0.00 -0.01 0.01 0.429
H 1.24832 1.28370 3.06086 0.01 -0.06 0.01 0.453
H 0.35713 0.96521 1.56533 0.00 -0.02 -0.02 -0.303
H 1.81478 1.96791 1.52650 -0.03 0.02 0.02 0.600
H 3.18098 1.48299 3.65244 0.01 0.00 0.01 0.361
H 5.53816 1.90029 4.16271 -0.01 0.00 0.00 0.419
H 7.30240 0.83003 2.77390 0.00 0.00 0.00 0.387
H 6.66441 -0.64517 0.90569 0.00 0.00 -0.01 0.469
H -0.94987 -4.17887 1.59866 0.00 0.00 0.00 0.359
H -2.51225 -5.60643 0.34783 0.00 0.00 0.00 0.423
H -2.34852 -5.71788 -2.13271 0.00 -0.01 0.00 0.424
H -0.64674 -4.38033 -3.30835 0.01 0.00 0.00 0.436
I 0.57997 2.51666 -1.25707 -0.01 0.02 0.04 -0.196
C 2.49503 3.30746 -1.51921 0.05 -0.01 -0.04 0.917
C 2.68846 4.64581 -1.35646 -0.01 0.02 0.00 -0.480
C 3.95694 5.19163 -1.65245 0.00 0.00 0.00 -0.835
C 4.93446 4.38531 -2.15428 0.00 -0.02 -0.01 -0.858
C 4.71996 2.99736 -2.35080 0.01 0.02 0.00 1.020
C 5.70644 2.19226 -2.96222 -0.01 0.00 0.00 -0.741
C 5.45455 0.86984 -3.18036 0.00 0.02 -0.02 -1.147
C 4.25797 0.28873 -2.70963 -0.03 -0.06 -0.04 0.161
C 3.25689 0.98468 -2.05801 0.14 0.13 -0.12 0.373
C 3.48736 2.39468 -1.96578 -0.03 0.00 -0.03 -0.100
H 1.88320 5.28858 -1.02670 0.00 0.00 0.00 0.403
H 4.13044 6.25001 -1.50915 0.00 0.00 0.00 0.399
H 5.89801 4.79848 -2.42973 0.00 0.01 0.00 0.367
H 6.64173 2.64730 -3.26691 0.00 0.00 0.00 0.349
H 6.18932 0.24833 -3.67825 0.00 0.00 0.00 0.430
H 4.16780 -0.78559 -2.84615 -0.01 0.00 0.02 0.386
Br -1.53404 -0.42206 -3.37035 -0.03 -0.02 -0.07 0.125
C -0.40370 -0.73077 -4.90556 -0.01 -0.04 -0.01 -0.659
Br 1.20688 0.30294 -4.82912 0.01 0.05 -0.01 -0.105
H -0.96124 -0.46025 -5.79247 0.01 0.00 0.00 0.517
H -0.12460 -1.77711 -4.88294 0.02 0.01 0.04 0.267
O -0.83153 -0.05857 0.03940 -0.03 -0.28 -0.15 1.527
P -2.29541 0.25080 0.16885 0.02 0.19 0.01 -2.687
N -3.26141 -0.62445 -0.82624 -0.02 0.03 0.01 1.075
C -3.11740 -2.09332 -0.77334 0.00 -0.03 -0.01 0.506
C -4.28109 -2.59625 -1.61211 0.01 -0.03 -0.01 -0.622
C -5.37874 -1.58228 -1.30300 -0.01 0.01 -0.01 -0.935
C -4.61649 -0.26008 -1.28790 -0.02 -0.09 0.01 -0.790
N -2.74494 1.81139 -0.12948 0.04 0.04 0.01 0.311
C -2.43369 2.83770 0.88668 -0.03 0.00 -0.02 0.102
C -2.59083 4.16825 0.14662 0.00 0.02 0.02 -0.566
C -3.51460 3.83099 -1.02088 -0.01 -0.01 0.00 -0.883
C -3.05932 2.43426 -1.42464 -0.03 0.02 -0.05 -0.023
N -2.78581 -0.05193 1.72399 0.05 0.00 -0.01 0.583
C -2.00729 0.18043 2.95338 0.01 0.01 -0.03 0.253
C -3.06229 0.51441 4.00635 0.01 -0.02 0.03 -0.787
C -4.28191 -0.26769 3.52864 -0.01 0.00 0.00 -0.813
C -4.22550 -0.07540 2.01849 -0.01 0.01 -0.01 -0.169
H -3.20535 -2.44382 0.26088 0.01 -0.02 0.02 0.223
H -2.14700 -2.39234 -1.15579 0.03 -0.03 -0.02 -1.075
H -4.54828 -3.62175 -1.36381 0.00 0.00 0.00 0.469
H -4.01463 -2.55821 -2.67098 0.00 0.01 0.00 0.321
H -5.81694 -1.78680 -0.32292 0.01 0.00 0.00 0.292
H -6.18504 -1.57408 -2.03545 0.00 0.00 0.00 0.445
H -5.07197 0.49427 -0.64532 -0.01 -0.01 -0.01 0.368
H -4.56392 0.14020 -2.30400 -0.01 -0.05 0.00 0.368
H -1.41759 2.72588 1.27674 0.01 0.00 0.01 -0.129
H -3.13080 2.75664 1.72579 -0.02 -0.01 0.02 0.148
H -1.62139 4.49571 -0.23142 -0.02 -0.01 0.01 0.095
H -2.98269 4.95023 0.79530 0.00 0.00 0.00 0.438
H -3.44318 4.54144 -1.84300 0.01 0.00 0.00 0.410
H -4.55486 3.79596 -0.68806 0.00 0.00 0.00 0.299
H -2.19362 2.47869 -2.08807 0.07 0.01 -0.01 0.133
H -3.83972 1.88559 -1.94514 0.08 0.08 0.02 -0.033
H -1.28718 0.98696 2.83148 0.01 0.01 0.00 -0.082
H -1.45702 -0.71959 3.23722 0.03 -0.04 -0.01 0.246
H -3.27725 1.58557 4.00098 -0.01 0.00 -0.02 0.287
H -2.73916 0.24223 5.01018 0.00 0.01 0.00 0.451
H -5.21996 0.08204 3.95694 0.00 0.00 0.00 0.400
H -4.16906 -1.32631 3.77260 0.00 0.00 0.00 0.344
H -4.70682 0.86829 1.72869 0.01 0.01 0.00 0.343
H -4.71788 -0.88294 1.47502 0.00 0.00 0.01 -0.186